(1)
{"formula": "C4H7NO2", "method": "wB97M-V/def2-TZVPD", "total_energy_ev": -9843.8253, "homo_energy_ev": -8.889, "homo_lumo_gap_ev": 9.225, "lumo_energy_ev": 0.34, "relative_energy_kcal_mol": 79.7, "total_charge": 0, "elements": ["N", "C", "O", "C", "C", "C", "O", "H", "H", "H", "H", "H", "H", "H"], "positions_angstrom": [[1.13939, 0.31163, 1.90962], [1.55552, 0.67344, 0.66496], [2.20121, 1.67885, 0.41852], [1.16973, -0.32378, -0.44576], [-0.20373, -0.82989, -0.10789], [-2.21255, -0.23699, -1.02101], [-0.90109, -0.76691, -1.21743], [1.27593, 0.97778, 2.65720], [0.38820, -0.36875, 1.97127], [1.92776, -1.11279, -0.48480], [1.16599, 0.22391, -1.39640], [-2.33423, -0.02183, 0.04352], [-2.18305, 0.69409, -1.59166], [-2.98909, -0.89875, -1.40013]], "atomic_forces_ev_per_a": [[0.00, 0.14, -0.03], [0.41, 0.26, 0.01], [-0.34, -0.61, 0.16], [0.13, -0.04, 0.04], [0.08, 0.26, -0.51], [-0.53, 0.09, -0.01], [0.36, 0.29, 0.30], [0.00, -0.13, -0.16], [0.22, 0.19, -0.01], [-0.01, 0.01, 0.18], [0.15, -0.19, 0.14], [-0.21, -0.10, -0.21], [-0.37, -0.08, 0.14], [0.12, -0.09, -0.04]], "lowdin_charge": [0.146, -0.552, 0.042, -0.103, -0.041, -0.060, -0.134, 0.112, 0.067, 0.132, 0.121, 0.083, 0.098, 0.088]}

(2)
{"formula": "C4H7NO2", "method": "wB97M-V/def2-TZVPD", "smiles": "C1=NOCOCC1", "total_energy_ev": -9841.1374, "homo_energy_ev": -9.499, "homo_lumo_gap_ev": 10.420, "lumo_energy_ev": 0.92, "relative_energy_kcal_mol": 141.6, "total_charge": 0, "elements": ["C", "C", "C", "C", "H", "H", "H", "H", "H", "H", "H", "N", "O", "O"], "positions_angstrom": [[1.10701, 0.19889, -0.80132], [-0.11082, 0.87900, -1.39115], [-1.30969, 0.54239, -0.53831], [0.64361, -0.73227, 1.23727], [1.67805, -0.19469, -1.65232], [1.66291, 0.75267, -0.07169], [-0.27472, 0.24233, -2.44601], [0.31717, 1.98441, -1.86206], [-2.19317, 0.32922, -1.26470], [1.75012, -0.33443, 1.60505], [0.41712, -1.75395, 1.76406], [-1.32547, 0.07584, 0.57563], [-0.20247, 0.18609, 1.31043], [0.69499, -1.04665, -0.20301]], "atomic_forces_ev_per_a": [[-0.13, -2.16, -1.50], [1.95, 0.77, -3.74], [-0.84, 1.44, -6.71], [5.47, -6.44, -1.31], [0.61, 0.85, 0.32], [0.46, 0.62, -0.05], [-0.04, 1.77, 2.69], [-2.02, -2.74, 1.80], [0.84, 0.67, 2.13], [-2.79, -0.92, -0.65], [0.18, 1.68, -0.84], [-3.26, -2.27, 3.17], [-2.10, 6.60, 2.96], [1.67, 0.10, 1.75]], "lowdin_charge": [-0.258, -0.144, -0.171, -0.327, 0.124, 0.103, 0.159, 0.184, 0.150, 0.181, 0.157, 0.073, -0.084, -0.145]}

(3)
{"formula": "C4H7NO2", "method": "wB97M-V/def2-TZVPD", "smiles": "N[C@@H](C=O)CC=O", "total_energy_ev": -9844.7614, "homo_energy_ev": -9.408, "homo_lumo_gap_ev": 9.845, "lumo_energy_ev": 0.44, "relative_energy_kcal_mol": 58.1, "total_charge": 0, "elements": ["O", "C", "C", "C", "C", "O", "N", "H", "H", "H", "H", "H", "H", "H"], "positions_angstrom": [[-1.55114, -1.47087, 1.52200], [-1.59772, -0.89377, 0.46870], [-0.61955, 0.19971, 0.11206], [0.83104, -0.26094, 0.47023], [1.89428, 0.70136, 0.01756], [2.02830, 1.18626, -1.07034], [-0.80535, 0.54227, -1.34065], [-2.44021, -1.07538, -0.24177], [-0.66239, 1.25161, 0.50667], [0.91090, -1.19325, -0.16603], [0.97167, -0.37135, 1.53976], [2.65613, 0.73312, 0.81170], [-0.93461, -0.35246, -1.81336], [-1.71976, 0.95578, -1.48882]], "atomic_forces_ev_per_a": [[0.01, -0.44, -0.23], [-0.70, 0.96, 1.76], [0.77, 2.09, -1.57], [-1.44, -0.25, -2.16], [0.39, -1.06, -0.25], [0.04, 0.26, 0.36], [0.22, -1.39, 0.22], [0.43, -0.06, -0.06], [-0.97, -1.29, 0.80], [0.64, 0.55, 1.17], [-0.38, -0.68, 0.00], [0.55, 0.81, -0.02], [0.46, 0.09, -0.40], [-0.01, 0.40, 0.41]], "lowdin_charge": [0.070, -0.238, -0.338, -0.113, -0.283, 0.068, 0.027, 0.130, 0.165, 0.152, 0.112, 0.112, 0.066, 0.070]}

(4)
{"formula": "C4H7NO2", "method": "wB97M-V/def2-TZVPD", "smiles": "CN1CC(=O)[C@@H]1O", "total_energy_ev": -9844.9924, "homo_energy_ev": -9.558, "homo_lumo_gap_ev": 10.328, "lumo_energy_ev": 0.77, "relative_energy_kcal_mol": 52.7, "total_charge": 0, "elements": ["O", "C", "C", "N", "C", "C", "O", "H", "H", "H", "H", "H", "H", "H"], "positions_angstrom": [[-1.81715, -0.71596, 1.17243], [-0.94640, -0.35182, 0.14946], [1.32714, -1.12243, -0.28335], [0.48779, -0.21445, 0.46929], [0.54421, 1.18594, 0.01530], [-0.96321, 1.13282, -0.19795], [-1.85581, 1.91059, -0.37159], [-2.38003, 0.04790, 1.34855], [-1.08083, -1.02355, -0.71922], [1.31825, -2.11901, 0.14490], [0.99370, -1.18961, -1.32145], [2.34952, -0.76407, -0.29808], [1.14491, 1.32975, -0.88578], [0.87791, 1.89390, 0.77750]], "atomic_forces_ev_per_a": [[-0.03, -0.05, -0.03], [-0.03, -0.18, -0.30], [0.12, 0.02, 0.00], [-0.24, -0.19, 0.25], [0.15, 0.23, -0.07], [-0.18, 0.30, 0.03], [0.33, -0.14, 0.03], [-0.04, -0.10, 0.15], [-0.09, 0.14, 0.20], [-0.06, -0.10, 0.12], [0.00, -0.09, -0.31], [0.21, 0.04, 0.14], [-0.10, 0.11, -0.17], [-0.05, 0.01, -0.04]], "lowdin_charge": [0.034, -0.326, -0.095, -0.132, -0.069, -0.306, 0.135, 0.098, 0.161, 0.087, 0.082, 0.083, 0.124, 0.125]}

(5)
{"formula": "C4H7NO2", "method": "wB97M-V/def2-TZVPD", "smiles": "ONC1=C(O)CC1", "total_energy_ev": -9842.8377, "homo_energy_ev": -7.703, "homo_lumo_gap_ev": 8.272, "lumo_energy_ev": 0.57, "relative_energy_kcal_mol": 102.4, "total_charge": 0, "elements": ["O", "N", "C", "C", "C", "C", "O", "H", "H", "H", "H", "H", "H", "H"], "positions_angstrom": [[0.00635, -2.14456, -0.72537], [-0.98027, -1.40377, 0.02208], [-0.41520, -0.12557, -0.04097], [-0.76304, 0.99416, 0.86239], [0.58245, 1.62210, 0.36861], [0.80385, 0.32307, -0.36859], [1.95376, -0.20777, -0.86400], [-0.39523, -2.88229, -1.20313], [-0.69200, 0.45992, 1.82302], [-1.69090, 1.58765, 0.79747], [1.27223, 1.74060, 1.19917], [0.51033, 2.53682, -0.23877], [-1.88855, -1.40916, -0.45072], [1.69623, -1.09121, -1.18121]], "atomic_forces_ev_per_a": [[-0.14, -0.96, -0.51], [0.17, -0.21, -0.44], [-0.14, -0.16, -0.42], [-0.06, -0.03, 0.30], [0.35, 0.17, 0.26], [-0.42, 0.09, 0.26], [-0.61, 0.16, -0.21], [-0.28, 0.15, 0.35], [-0.02, 1.11, 0.40], [0.35, -0.35, -0.22], [0.22, 0.34, 0.04], [0.03, -0.27, 0.29], [0.34, -0.24, -0.27], [0.21, 0.23, 0.18]], "lowdin_charge": [-0.075, 0.010, -0.301, -0.110, -0.084, -0.273, 0.060, 0.103, 0.119, 0.107, 0.108, 0.112, 0.130, 0.094]}

(6)
{"formula": "C4H7NO2", "method": "wB97M-V/def2-TZVPD", "smiles": "O[C@H]1CN=COC1", "total_energy_ev": -9845.4723, "homo_energy_ev": -9.356, "homo_lumo_gap_ev": 10.032, "lumo_energy_ev": 0.68, "relative_energy_kcal_mol": 41.7, "total_charge": 0, "elements": ["O", "C", "C", "N", "C", "C", "O", "H", "H", "H", "H", "H", "H", "H"], "positions_angstrom": [[-2.15132, 0.00417, -0.26295], [-0.81886, -0.03848, 0.20620], [-0.04349, -1.15746, -0.48490], [1.39346, -0.95727, -0.42109], [0.00512, 1.21666, -0.09869], [1.86578, -0.04718, 0.31026], [1.24942, 1.10449, 0.64503], [-2.72887, 0.19008, 0.48561], [-0.78878, -0.17476, 1.29554], [-0.18141, -2.11902, 0.02005], [-0.40002, -1.27322, -1.51359], [-0.41666, 2.15480, 0.24060], [0.17205, 1.26423, -1.19046], [2.84356, -0.16704, 0.76839]], "atomic_forces_ev_per_a": [[-0.03, 0.11, 0.08], [0.48, 0.01, 0.11], [-0.21, 0.01, -0.05], [0.40, -0.70, 0.60], [0.00, 0.23, 0.26], [0.08, -0.28, -0.31], [-0.60, -0.10, -0.47], [0.03, 0.04, -0.20], [-0.06, -0.06, -0.11], [-0.33, 0.10, -0.13], [0.10, 0.11, 0.06], [-0.33, -0.01, 0.04], [0.27, 0.05, 0.43], [0.20, 0.48, -0.31]], "lowdin_charge": [-0.012, -0.370, -0.175, 0.055, -0.106, -0.252, -0.043, 0.098, 0.156, 0.122, 0.125, 0.127, 0.145, 0.130]}

(7)
{"formula": "C4H7NO2", "method": "wB97M-V/def2-TZVPD", "total_energy_ev": -9841.9604, "homo_energy_ev": -7.691, "homo_lumo_gap_ev": 8.199, "lumo_energy_ev": 0.51, "relative_energy_kcal_mol": 122.7, "total_charge": 0, "elements": ["N", "C", "O", "C", "C", "C", "O", "H", "H", "H", "H", "H", "H", "H"], "positions_angstrom": [[-1.51365, 0.76815, 1.67762], [-0.63024, 0.39380, 0.74527], [0.60341, 0.73188, 0.80957], [-0.88903, -0.09848, -0.60212], [0.25138, 0.96566, -0.85649], [2.12756, -1.35125, -0.82304], [1.75987, -2.00854, -1.76578], [-1.19166, 1.30882, 2.46754], [-2.45932, 0.42289, 1.66559], [-1.89820, 0.09543, -0.97778], [-0.54960, -1.10656, -0.85064], [-0.23157, 1.95934, -0.78716], [1.71319, -1.50775, 0.19318], [2.90786, -0.57336, -0.89576]], "atomic_forces_ev_per_a": [[0.06, -0.04, 0.00], [-0.16, 0.08, 0.19], [-0.18, -0.08, 0.03], [-0.04, -0.12, -0.03], [-0.02, 0.20, -0.11], [-0.08, -0.18, -0.23], [0.18, 0.24, 0.41], [-0.04, -0.06, -0.12], [0.14, 0.07, -0.05], [0.17, 0.00, 0.05], [-0.06, 0.13, 0.07], [0.08, -0.18, 0.05], [0.02, 0.03, -0.15], [-0.08, -0.09, -0.12]], "lowdin_charge": [0.208, -0.537, -0.025, -0.126, 0.029, -0.177, -0.023, 0.124, 0.118, 0.112, 0.089, 0.043, 0.079, 0.086]}

(8)
{"formula": "C4H7NO2", "method": "wB97M-V/def2-TZVPD", "smiles": "NC(=O)C[C@H]1CO1", "total_energy_ev": -9845.5292, "homo_energy_ev": -9.884, "homo_lumo_gap_ev": 10.661, "lumo_energy_ev": 0.78, "relative_energy_kcal_mol": 40.4, "total_charge": 0, "elements": ["N", "C", "O", "C", "C", "C", "O", "H", "H", "H", "H", "H", "H", "H"], "positions_angstrom": [[1.29643, -1.13270, -0.51367], [0.20505, -1.47128, 0.22718], [0.22155, -2.24229, 1.16784], [-0.99831, -0.58933, 0.02287], [-0.59623, 0.77156, 0.58475], [0.14352, 1.71640, -0.21940], [-1.27028, 1.88375, 0.00223], [2.18372, -1.53637, -0.25345], [1.19091, -0.45601, -1.24983], [-1.81595, -0.97931, 0.63476], [-1.35317, -0.51632, -1.01350], [-0.45695, 0.83173, 1.66944], [0.30227, 1.34261, -1.21142], [0.94744, 2.37757, 0.15219]], "atomic_forces_ev_per_a": [[-0.24, -0.55, 0.07], [-0.09, 0.30, 0.96], [0.46, -0.33, -0.42], [-0.31, 0.36, 0.25], [-0.58, -0.21, 0.21], [0.14, -0.25, -0.50], [0.74, 0.60, 0.55], [-0.08, 0.10, -0.31], [0.40, -0.21, 0.08], [0.16, -0.11, -0.19], [0.30, 0.21, 0.16], [-0.22, -0.15, -0.27], [0.37, 0.27, -0.67], [-1.03, -0.03, 0.09]], "lowdin_charge": [0.171, -0.553, 0.054, -0.059, -0.310, -0.124, -0.026, 0.117, 0.087, 0.127, 0.135, 0.159, 0.090, 0.129]}